[1]
79
Properties=species:S:1:pos:R:3:forces:R:3 method="wB97M-V/def2-TZVPD" e_homo_ev=0.057 charge=-2 total_energy_ha=-2766.8263 homo_lumo_gap_ha=0.1357 lumo_ev=3.7503
Cs 2.04723 -0.14806 0.85729 -0.209 -0.877 1.507
S 3.68875 -2.33422 -0.75728 -0.051 -0.143 0.887
P -1.29879 0.72673 1.52067 0.335 -2.005 -1.624
P -0.41792 -2.33599 -0.24439 -0.907 2.439 0.262
N 4.08493 -1.88727 -3.19918 0.431 -0.397 -1.817
N 2.21464 2.79944 0.84854 2.522 1.772 0.316
N -1.58429 -1.01525 0.62571 0.745 0.257 0.492
N 4.12692 1.01529 -0.99493 -1.124 -0.905 -0.808
N 4.14200 0.09594 -2.07551 0.136 -0.513 -0.694
C -0.43134 3.53906 -2.07297 0.004 -0.122 0.335
C -3.37409 -5.15787 0.62764 0.308 0.064 -0.150
C -1.51065 -3.81769 -0.19464 -0.629 -0.183 -0.074
C 0.09961 -0.68414 -3.97812 -0.611 -0.186 -0.524
C -0.99795 1.77903 0.06100 -0.139 0.987 -0.150
C -3.07383 1.05359 1.86183 -0.641 -0.062 0.050
C 2.97305 2.95239 -0.25022 -0.024 -0.459 0.890
C 4.50413 -1.21685 3.32900 0.315 -0.024 -0.082
C 2.44366 -1.71640 4.12137 -0.432 -0.227 0.118
C 3.97154 -1.20304 -2.02644 0.231 1.687 2.280
C -2.62752 -3.97278 0.63760 -0.072 -0.420 -0.104
C -0.75316 -1.72587 -1.94792 -0.269 -0.658 -0.412
C -3.01597 -6.20967 -0.21082 -0.135 0.096 0.131
C 3.98551 -0.06885 3.94225 0.227 0.267 -0.025
C -0.08620 2.84037 0.21155 -1.585 -0.152 0.174
C -1.15817 -0.77879 -4.56896 0.768 0.109 0.264
C -5.45757 0.89583 1.37496 0.433 0.017 0.073
C 3.10125 1.78507 -1.10818 1.391 -0.191 -1.397
C -2.01645 -1.80571 -2.55673 0.156 0.162 -0.239
C 0.19505 3.71364 -0.84319 -0.593 -0.210 -0.086
C -1.16208 -4.90013 -1.02821 -0.135 -0.096 0.075
C 3.55037 -2.23381 3.44287 0.134 -0.271 -0.159
C 2.08339 3.88698 1.63467 0.979 -0.135 -0.190
C 2.71301 -0.37940 4.43578 -0.300 0.334 0.199
C -2.21684 -1.33821 -3.85844 -0.304 -0.168 0.537
C -5.75634 1.60485 2.53482 0.081 0.023 0.044
C -4.72602 2.03915 3.36376 0.161 -0.071 -0.255
C 3.43240 5.24261 0.20438 0.167 -0.253 -0.306
C -3.39614 1.76704 3.02897 -0.211 -0.107 -0.136
C -1.33614 2.49591 -2.24204 -0.287 -0.189 0.481
C 0.30116 -1.15453 -2.67707 0.433 0.371 0.606
C -1.90875 -6.08116 -1.04103 0.213 0.486 0.126
C 3.59909 4.13528 -0.62010 -0.039 0.848 0.599
C -1.61853 1.62676 -1.18251 -0.025 0.292 -0.381
C 2.66056 5.11849 1.35625 -0.095 -0.242 0.075
C -4.12751 0.61893 1.04439 -0.391 0.109 0.042
H -1.31448 -0.41062 -5.57919 0.019 -0.032 0.042
H 2.32056 1.63984 -1.87421 0.103 -0.109 0.266
H 1.28954 -1.05795 -2.23322 -0.269 -0.345 -0.233
H 4.80365 -1.46795 -3.76720 0.076 0.025 -0.484
H -3.20183 -1.40825 -4.31202 0.053 -0.010 0.059
H 0.70579 0.79409 -1.49929 0.367 -0.152 -0.133
H -2.61109 2.11988 3.69508 0.011 -0.146 -0.162
H 0.90114 4.52673 -0.70092 -0.122 -0.079 -0.001
H 0.41774 3.00284 1.16296 -1.698 -0.464 -0.715
H -2.95458 -3.18922 1.31143 0.122 0.084 -0.151
H 5.47388 -1.30869 2.86449 0.059 0.024 -0.141
H 2.51631 5.95801 2.02637 -0.008 -0.069 -0.008
H 4.26775 -2.85150 -2.94394 0.012 0.129 -0.428
H -4.95436 2.59197 4.27120 0.049 -0.064 -0.096
H -0.21455 4.21297 -2.89685 0.014 -0.061 0.045
H -2.86391 -2.22444 -2.01927 0.129 -0.027 0.045
H 0.92551 -0.23685 -4.52462 -0.063 -0.059 0.177
H -6.79029 1.81944 2.79119 0.095 -0.026 -0.005
H 4.20278 4.18144 -1.51948 -0.112 -0.093 0.077
H 4.48081 0.88595 4.01689 0.098 0.194 0.031
H -6.25780 0.55674 0.72227 0.106 0.027 0.063
H 2.06856 0.28772 4.98738 -0.159 0.129 0.043
H -3.59754 -7.12758 -0.21506 0.043 0.092 0.007
H -0.29804 -4.83064 -1.68788 -0.109 0.150 0.147
H -4.23742 -5.25698 1.28104 0.110 0.045 -0.069
H 1.48017 3.73821 2.52556 0.040 0.119 0.046
H -1.62057 -6.89714 -1.69849 -0.004 0.125 0.070
H 3.90580 6.18712 -0.04478 -0.042 -0.031 0.034
H 3.65268 -3.23747 3.06649 -0.006 -0.184 -0.124
H -3.93101 0.05894 0.13389 0.208 0.040 0.211
H -2.32549 0.82236 -1.35223 0.148 -0.070 0.050
H -1.82450 2.34667 -3.20161 0.085 -0.055 0.123
H 1.54015 -2.25780 4.35769 -0.155 -0.072 0.064
H -1.82138 -1.53453 1.46990 -0.158 -0.088 0.198

=====

[2]
83
Properties=species:S:1:pos:R:3:forces:R:3 method="wB97M-V/def2-TZVPD" e_homo_ev=-12.932 charge=+2 total_energy_ha=-2936.9187 homo_lumo_gap_ha=0.2333 de_lowest_ev=0.0000 lumo_ev=-6.5836
Pt 1.14069 0.19583 -0.83280 0.071 -0.059 0.151
S 3.15898 1.56141 -0.93573 0.064 -0.130 -0.114
S -2.10889 -0.09769 -1.27055 0.041 0.007 -0.134
O -2.50412 -0.44299 -2.60489 -0.014 0.034 -0.053
O 0.72252 0.96252 -2.68771 0.081 0.244 -0.271
O 1.43328 -0.39256 0.98992 -0.249 -0.003 0.215
O -1.94645 1.28405 -0.92789 0.017 0.019 0.025
N -0.63272 -0.81412 -0.96834 -0.072 -0.138 0.344
N 0.02646 2.25091 0.85909 -0.038 0.016 0.304
N 4.82669 0.90665 1.05788 -0.038 -0.072 0.067
N 1.84221 -1.67382 -1.35063 0.151 -0.017 -0.013
N 5.53295 0.32766 -1.03472 -0.050 -0.040 -0.021
N 0.42865 1.95537 -0.26687 -0.087 -0.131 -0.278
C 1.16274 -3.94884 -1.80457 -0.037 0.027 0.003
C 3.49146 -3.34873 -1.71507 0.028 0.036 0.009
C 0.00585 4.21088 -1.18074 -0.001 0.027 -0.038
C -6.11688 -2.44908 2.57342 0.003 0.000 0.003
C -1.72092 1.33158 5.24749 0.037 -0.039 -0.024
C 0.30536 2.87119 -1.34922 -0.038 0.008 -0.002
C -3.22864 -0.84620 -0.14617 -0.016 0.021 -0.003
C -0.47541 -2.16489 -1.33317 -0.012 0.017 -0.093
C -0.94152 0.93498 4.13694 -0.038 0.083 0.021
C 0.76258 0.26787 -3.95951 -0.134 0.006 -0.039
C 4.58994 0.82977 -0.23850 0.090 0.179 -0.036
C -2.89024 -1.00437 1.18887 -0.013 0.002 0.009
C -1.47780 -3.08043 -1.55665 -0.067 -0.087 0.013
C 0.37883 2.32019 -2.62616 0.039 0.044 -0.033
C 0.85240 -2.60672 -1.49489 0.100 -0.080 -0.004
C -5.41617 -1.70541 0.27726 0.003 0.003 -0.004
C -0.01595 1.35573 1.89369 -0.093 0.074 0.010
C 3.10830 -2.03420 -1.43752 -0.083 -0.104 -0.035
C -1.17611 -4.41880 -1.88314 -0.070 0.026 0.004
C 0.45281 -0.73800 3.05127 -0.054 0.031 0.124
C 0.10751 -4.86417 -1.99719 0.042 0.002 0.007
C 5.50390 0.26856 -2.49845 0.040 0.029 0.023
C 4.01039 1.62271 2.04199 0.077 -0.024 -0.036
C 0.11186 3.07615 -3.74380 0.029 0.066 -0.006
C 0.60179 0.08870 1.91960 0.307 0.014 -0.128
C -0.28958 -0.32132 4.11702 0.042 -0.097 -0.044
C -1.47651 3.03309 3.04621 0.020 -0.045 -0.028
C -5.10240 -1.87826 1.62540 -0.003 0.001 0.000
C 2.52284 -4.29674 -1.90672 0.025 -0.034 -0.010
C -0.23089 4.98951 -2.30151 0.002 0.006 0.046
C -0.81011 1.79263 3.02401 -0.004 -0.011 0.044
C -3.82756 -1.52275 2.06421 -0.012 -0.008 0.011
C -4.49001 -1.19510 -0.61537 -0.005 -0.006 0.015
C -2.22104 3.39552 4.13838 -0.021 0.007 0.041
C -0.19069 4.42289 -3.56640 0.001 -0.021 -0.045
C -2.34960 2.54332 5.25051 -0.018 0.055 -0.025
H -6.40354 -1.97275 -0.07821 0.002 0.002 0.000
H 1.42598 0.80328 -4.63429 0.024 -0.001 0.012
H 4.46411 1.46523 3.01631 -0.016 -0.007 -0.001
H 6.53203 0.25882 -2.84966 0.004 -0.010 0.008
H -0.39507 5.03113 -4.43661 0.001 -0.002 0.001
H -1.80862 0.65898 6.09167 0.003 0.000 -0.004
H -4.73693 -1.06467 -1.66033 0.003 0.003 -0.001
H 0.12994 2.64918 -4.73535 0.000 0.001 0.001
H -0.39607 -0.97253 4.97688 0.005 0.004 0.000
H -1.40453 3.69477 2.19603 -0.001 0.003 0.003
H 3.99556 2.68829 1.82063 -0.019 -0.005 -0.014
H -1.90412 -0.73708 1.54030 0.058 0.025 0.019
H -0.24967 0.19738 -4.35306 -0.010 0.012 0.017
H -2.94522 2.85083 6.09877 0.002 0.000 -0.001
H 6.39981 0.04069 -0.60049 0.004 0.022 -0.008
H 5.00060 1.14194 -2.89957 0.002 0.005 -0.001
H -6.25876 -3.51451 2.38421 -0.001 -0.001 -0.001
H -2.72310 4.35394 4.14430 -0.001 -0.004 -0.003
H 3.00386 1.22800 2.04808 -0.135 -0.024 0.023
H 2.78965 -5.32120 -2.13505 0.000 0.001 0.000
H 1.15541 -0.72090 -3.74664 -0.021 0.004 0.000
H 4.54239 -3.59154 -1.77864 -0.004 -0.003 -0.001
H -3.56861 -1.65309 3.10801 0.001 0.005 -0.005
H 0.94402 -1.70099 3.04264 0.010 0.004 -0.015
H 5.71609 0.56070 1.39128 -0.001 -0.009 0.004
H -7.08477 -1.96486 2.44559 0.003 -0.001 -0.003
H -2.51600 -2.79685 -1.48867 0.034 -0.016 0.007
H -5.80645 -2.32987 3.60978 0.001 0.000 -0.004
H -0.05315 4.62041 -0.18204 -0.005 -0.009 -0.011
H -0.46313 6.03859 -2.18605 0.002 -0.002 -0.001
H -1.99972 -5.10173 -2.04186 -0.001 0.005 0.000
H 0.32950 -5.89481 -2.23766 0.006 0.002 0.001
H 5.00269 -0.63381 -2.84952 0.037 0.050 -0.048
H 3.84505 -1.26543 -1.28906 -0.030 0.003 0.055

=====

| no. | largest force on an atom (eV/A) |
| --- | --- |
| 1 | 3.1 |
| 2 | 0.4 |